1.
{
  "formula": "C52H82O26",
  "method": "ωB97M-V/def2-TZVPD",
  "elements": ["O", "O", "O", "O", "O", "O", "O", "O", "O", "O", "O", "O", "O", "O", "O", "O", "O", "O", "O", "O", "O", "O", "O", "O", "O", "O", "C", "C", "C", "C", "C", "C", "C", "C", "C", "C", "C", "C", "C", "C", "C", "C", "C", "C", "C", "C", "C", "C", "C", "C", "C", "C", "C", "C", "C", "C", "C", "C", "C", "C", "C", "C", "C", "C", "C", "C", "C", "C", "C", "C", "C", "C", "C", "C", "C", "C", "C", "C", "H", "H", "H", "H", "H", "H", "H", "H", "H", "H", "H", "H", "H", "H", "H", "H", "H", "H", "H", "H", "H", "H", "H", "H", "H", "H", "H", "H", "H", "H", "H", "H", "H", "H", "H", "H", "H", "H", "H", "H", "H", "H", "H", "H", "H", "H", "H", "H", "H", "H", "H", "H", "H", "H", "H", "H", "H", "H", "H", "H", "H", "H", "H", "H", "H", "H", "H", "H", "H", "H", "H", "H", "H", "H", "H", "H", "H", "H", "H", "H", "H", "H"],
  "xyz": [[3.399277, -4.176123, 0.681352], [-2.973443, -0.482503, -4.740228], [-4.231353, -1.113223, -0.229418], [-6.345523, 3.003997, 3.595182], [-0.515863, 4.059557, 3.743302], [3.545977, 0.883417, -6.226388], [2.348107, 2.336587, -0.940928], [-1.741613, -2.183363, -4.071008], [6.459317, 0.616567, -0.516828], [-3.856703, 3.574357, -3.147338], [0.248097, 5.144307, 1.949272], [1.811077, -7.263313, -2.635988], [1.752697, -1.116513, 5.470272], [0.174227, -6.178703, -3.856348], [-2.865573, 5.340147, -2.085808], [-1.068473, 1.580357, 0.198712], [-3.003863, -3.715283, 3.768402], [6.455497, -1.209293, -1.865118], [2.080067, 0.491057, 3.922972], [-0.979553, -2.675533, 3.231482], [-5.764763, 0.535217, -0.243758], [3.561947, -5.283153, 2.651512], [-4.162543, 2.997447, 2.762772], [2.964637, 4.001337, -2.315418], [-0.240493, -0.006683, -1.118378], [1.661507, 2.072647, -5.524358], [0.756627, -1.512933, 0.341322], [-1.424343, 1.282897, -4.843148], [1.591547, 3.300677, 2.556062], [0.324027, 4.157777, 2.864092], [-0.745273, -4.912633, -2.055098], [-5.319913, 2.400087, 3.184912], [5.159527, -1.128653, 0.207542], [2.433917, 4.263157, 1.857522], [-2.463183, 4.434737, -0.024368], [0.765947, 3.286407, -2.474218], [-0.665173, -0.024603, -4.585118], [-3.730643, 0.743467, 2.963982], [5.455907, -0.161643, 1.327272], [-3.291563, 1.977457, 2.269602], [3.394707, -4.173803, 1.924152], [3.433737, -4.950043, 4.013932], [2.683877, 1.900877, -6.245628], [-3.389203, 4.096567, -2.131438], [-1.626023, -4.597373, 1.938932], [-2.253763, 5.696917, -0.826568], [6.075287, -0.606213, -0.830588], [3.216847, 3.109667, -7.069688], [-1.820683, -1.008983, -4.426568], [0.753427, -1.515593, 6.414232], [-4.564063, -3.371263, 5.529762], [2.396247, 4.803647, -3.327568], [3.264717, -2.933603, 2.806162], [2.074847, 3.106227, -1.832098], [-5.196003, 0.903757, 3.074132], [0.893567, 4.615307, -3.080978], [5.817877, 1.110237, 0.688102], [0.638207, -1.168143, -1.051708], [1.383397, 5.205107, 1.193112], [3.840427, -3.473753, 4.084972], [-1.803833, -3.615363, 3.053362], [-3.287863, -2.836923, 4.896682], [-0.360773, 0.579697, 0.041932], [3.606767, -0.070233, -3.847868], [-5.138223, -0.346733, -0.851238], [1.007177, -6.337743, -2.767168], [3.375757, -0.263733, -5.352738], [0.336587, 0.686827, 5.580882], [-0.407043, -0.506433, 6.189902], [-2.837963, 0.879827, -5.244628], [-4.661243, -2.159853, -2.245558], [0.704067, -5.319393, -1.680708], [1.537917, 0.097737, 4.919542], [-3.615773, -2.026713, -1.105558], [0.536767, -0.190963, 1.027102], [-0.655243, -5.009193, -3.588678], [-5.297743, -0.786193, -2.295478], [-3.466673, 3.555027, -0.712038], [6.540747, 1.718167, 1.232142], [-2.836123, 6.471427, -0.327478], [-1.194553, 5.950247, -0.871238], [4.016267, -1.044943, -5.762058], [-1.512483, 3.905927, 0.043742], [1.746227, 6.230447, 1.121342], [2.026907, 2.763257, 3.398522], [-1.158443, -0.873843, 5.490962], [-1.530123, 1.770827, -3.874218], [-2.307593, 2.273147, 2.633562], [-3.147443, 2.516667, -0.801468], [0.012677, -2.220683, 0.707022], [-2.728463, 4.641727, 1.012402], [0.457547, -2.013463, -1.715708], [1.409487, 0.455767, 1.117702], [-4.742793, -0.186993, -3.017348], [-0.183793, -4.102063, -3.966798], [-4.496653, 3.573057, -0.355768], [3.016987, 4.872657, 2.547912], [-0.994673, 2.057727, -5.478078], [-3.446913, -2.971863, -0.589528], [2.845787, 0.545967, -3.369008], [-2.284303, -5.442443, 2.140502], [4.979677, 1.752267, 0.417292], [3.494927, -2.851753, 4.910712], [-0.897913, -0.211623, 7.117402], [0.689907, 1.402127, 6.323592], [-4.819093, -2.834453, 6.443482], [1.633197, -0.822363, -1.331948], [1.006727, -1.535703, 7.474202], [-1.881313, -4.046033, 1.033982], [-0.582093, -4.910913, 1.938482], [0.009997, 0.016167, -3.730378], [4.054697, -5.571103, 4.659532], [2.353307, -0.621123, -5.475068], [3.775357, 2.684617, -7.903648], [3.358987, -0.993383, -3.323938], [2.692047, 4.465157, -4.320548], [2.255217, -2.571243, 3.000382], [-5.663733, 0.476527, 3.961152], [0.274647, -2.466253, 6.179472], [-5.418933, -3.370993, 4.853522], [2.420547, 3.735567, -7.472508], [-5.478873, -2.838343, -2.002188], [-3.204543, 1.876987, 1.187732], [-2.619433, -1.719433, -1.423358], [-0.078073, -0.228903, 1.926342], [-3.581223, 1.561577, -4.831248], [0.459917, 5.454037, -2.536398], [4.613197, 0.317367, -3.689888], [-1.095053, -3.943933, -1.698198], [-0.208333, 1.309297, 4.871162], [-3.351883, -1.764573, 4.712082], [-4.266473, -2.538173, -3.188488], [-1.296873, -5.694333, -1.532818], [1.731847, -1.926963, 0.597482], [0.650857, 2.514997, -3.235658], [3.938307, 3.683117, -6.487658], [3.799287, -2.113213, 2.327302], [-4.385853, -4.387623, 5.880982], [4.674327, 0.076897, 2.048602], [4.126797, -1.060503, -0.134398], [-0.064723, -0.204773, -5.476788], [1.425087, -4.501973, -1.673548], [-2.404423, -2.891033, 5.532842], [-2.871253, 0.916417, -6.333508], [2.795607, 5.812157, -3.220258], [4.917867, -3.360343, 4.204752], [6.330827, -0.461183, 1.904252], [0.743867, -5.792803, -0.699688], [1.199907, 4.914237, 0.158792], [2.428617, -5.161423, 4.378842], [-0.065963, 3.145897, -1.784088], [-3.200733, 0.614187, 3.907692], [3.114247, 3.843787, 1.116332], [-1.617553, -5.123053, -4.087768], [-5.645243, 0.607467, 2.126242], [-6.347033, -0.831463, -2.587078], [-3.451183, -0.136003, 2.383862], [5.398497, -2.168473, 0.430632], [0.321697, 4.667197, -4.007468], [1.169367, 2.497917, 1.951542]],
  "atomic_forces_ev_per_a": [[-0.1, -0.2, 3.1], [-1.4, 1.2, -0.6], [0.3, 0.7, 1.0], [3.9, -1.6, -1.4], [1.3, -0.2, -1.4], [-0.2, 0.3, 0.2], [0.3, 0.1, -0.3], [0.0, 1.6, -0.2], [0.8, 1.4, -0.7], [1.5, 1.4, 1.8], [-1.5, 0.0, 1.0], [-2.0, 2.2, -1.0], [1.1, -1.1, 0.4], [0.6, 0.5, 1.2], [0.8, 0.7, -1.4], [1.6, -2.0, -0.2], [1.7, 0.2, -1.4], [-1.1, 2.1, 3.1], [0.8, -0.3, 0.6], [-2.5, -2.8, 0.0], [1.7, -2.2, -1.5], [0.0, -0.2, -0.5], [-1.7, 0.0, -0.1], [0.9, -0.9, 0.7], [-0.5, -1.3, -2.4], [2.7, -1.6, -2.0], [0.1, -0.8, 2.9], [-0.2, 0.8, 1.7], [-2.1, -0.7, 1.2], [-0.7, -0.7, 2.0], [1.1, -0.3, 0.2], [-3.5, 2.1, 1.0], [-0.2, -0.3, 0.7], [0.7, 1.5, -1.4], [1.0, -0.8, 2.1], [-0.8, -0.9, 0.2], [-0.5, 0.9, -1.0], [1.3, -2.1, -0.1], [-0.6, -0.1, 2.4], [1.8, 0.7, 0.6], [-0.6, 0.9, -3.8], [0.2, 0.4, 1.9], [-1.6, 2.5, 2.4], [-2.0, -0.7, -0.8], [-0.5, -0.2, 1.1], [-1.6, -1.1, 0.6], [1.1, -2.3, -3.8], [0.0, -1.7, -0.5], [1.8, -2.3, 0.7], [-2.4, 0.7, -0.3], [0.5, -0.4, 0.5], [-0.7, 0.3, -0.3], [0.6, -0.4, -0.5], [0.6, -0.5, 1.3], [-0.5, 0.6, 0.4], [-0.9, 2.3, -2.1], [0.6, 0.5, -1.4], [1.5, 0.8, -1.7], [2.5, 0.0, -1.5], [0.1, 0.8, 1.2], [0.7, 3.9, 1.5], [0.5, -0.3, 0.3], [-0.5, 1.5, 1.3], [-0.4, 0.5, -0.6], [-1.9, 2.5, 1.0], [1.5, -2.4, 0.5], [-1.3, -0.5, 0.5], [-0.3, 0.9, 0.2], [0.5, 1.0, 0.1], [1.1, 0.2, -0.4], [0.1, -0.7, -0.2], [-0.7, 0.4, -0.1], [-1.6, -0.4, -0.7], [-0.6, -1.3, -1.1], [-1.7, 1.5, 0.2], [-0.6, -0.2, 0.5], [0.4, -0.3, -0.1], [0.5, -0.2, -1.5], [0.0, -0.2, -0.1], [0.1, 0.5, -0.6], [-0.2, 0.2, -0.6], [0.2, 0.4, 0.0], [0.0, -0.2, 0.0], [-0.1, 0.1, 0.3], [-0.2, 0.5, 0.2], [0.2, -0.1, 0.0], [0.0, 0.2, 0.2], [0.2, 0.1, -0.3], [-0.1, 0.0, 0.4], [-0.1, -0.1, -0.1], [0.0, 0.1, 0.0], [-1.1, 0.5, -0.2], [0.2, -0.2, 0.4], [-0.1, 0.5, 0.3], [0.1, -0.1, -0.1], [0.0, 0.2, 0.0], [0.1, -0.1, 0.2], [0.2, -0.5, -0.3], [-0.3, 0.0, 0.2], [0.1, 0.8, -0.4], [0.0, 0.0, -0.5], [-0.1, -0.1, -0.2], [-0.5, -0.6, 0.3], [0.0, -0.2, 0.0], [0.0, -0.1, 0.3], [0.0, 0.4, -0.2], [0.0, 0.4, -0.5], [1.0, 0.2, -0.3], [0.0, -0.3, -0.2], [-0.1, 0.1, -0.2], [-0.3, -0.2, 0.0], [0.4, -0.1, -0.5], [-0.1, 0.0, -0.2], [0.1, 0.2, -0.1], [0.9, -0.5, -0.3], [0.0, -0.4, 0.0], [-0.3, -0.4, -0.4], [-0.1, -0.2, -0.3], [1.0, -0.4, -0.4], [0.2, 0.1, 0.0], [0.0, -0.1, 0.4], [0.3, -0.4, 0.5], [-0.7, 0.3, 0.1], [-0.1, 0.6, -0.2], [0.7, -0.1, 0.4], [-0.1, -0.5, 0.1], [0.2, -0.2, 0.6], [-0.1, -0.3, 0.5], [0.2, 0.1, -0.1], [-0.1, -0.2, -0.1], [-0.2, -0.1, -1.0], [0.3, 0.4, 0.1], [-0.8, 0.0, -0.7], [0.0, -0.2, -0.2], [0.1, -0.1, -0.2], [-0.2, 0.0, 0.2], [0.0, -0.1, 0.1], [-0.1, -0.2, -0.3], [-0.3, -0.6, 0.1], [-0.1, -0.1, -0.1], [0.0, -0.7, 0.0], [0.1, 0.0, -0.2], [-0.1, -0.3, 0.4], [-0.5, -0.6, -0.1], [-0.3, 0.0, 0.2], [0.2, -0.3, -0.7], [0.0, -0.4, 0.0], [0.3, -0.1, -0.2], [-0.3, -0.3, -0.1], [-0.4, 0.3, -0.3], [0.2, 0.0, 0.2], [-0.2, 0.3, 0.3], [-0.1, 0.0, 0.0], [0.2, -0.2, 0.0], [-0.4, -0.1, 0.2], [0.1, 0.3, 0.1], [0.0, -0.1, -0.1], [-0.2, 0.1, -0.1], [0.2, 0.0, -0.3], [0.2, 0.0, -0.6]],
  "charge": 0,
  "de_lowest_kcal_mol": 0.0,
  "spin_multiplicity": 1
}


2.
{
  "formula": "Co2F6Pb3",
  "method": "ωB97M-V/def2-TZVPD",
  "elements": ["Pb", "Pb", "Pb", "Co", "Co", "F", "F", "F", "F", "F", "F"],
  "xyz": [[1.588029, 0.338152, -2.033769], [-1.298431, 2.606312, 0.255921], [0.430769, -2.658778, 0.775311], [1.337579, 0.710012, 2.114221], [-1.984161, -0.540288, -0.547389], [2.807599, -0.124128, 1.020151], [-0.763881, -2.093608, -1.630979], [-1.783391, -1.726628, 1.105211], [1.250139, 2.356142, 0.792451], [-1.675381, 1.137762, -1.829599], [0.091129, -0.004948, -0.021529]],
  "atomic_forces_ev_per_a": [[-1.0, 0.0, 1.2], [0.6, 0.2, -0.3], [-2.2, 0.5, -1.1], [1.7, 1.3, -2.9], [1.4, -1.1, -1.1], [-2.3, 0.2, 0.7], [0.5, 1.3, 2.1], [1.3, 0.3, -1.0], [-1.2, -1.4, 0.7], [0.4, -0.8, 2.1], [0.7, -0.4, -0.4]],
  "s2": 15.7616,
  "charge": 3,
  "energy_ha": -3942.1295,
  "spin_multiplicity": 8
}


- Which of these has the lowest charge?
  C52H82O26